Entry from OMol25: the ion C5H10NO with charge +1 at a distorted geometry (wB97M-V/def2-TZVPD).

Summary:
- E_LUMO (eV) = -3.778
- orbital gap (eV) = 10.03
- charge = +1

Each line ends with the natural charge from an NBO analysis.
Geometry (Å):
N (-1.823, -0.013, -0.574)  -0.67
C (-0.472, -0.065, 0.087)  0.05
C (0.278, 1.192, 0.093)  -0.46
C (1.794, 0.732, 0.053)  -0.06
O (1.730, -0.585, -0.466)  -0.47
C (0.495, -1.162, -0.348)  0.08
C (-0.141, -1.326, 0.929)  -0.43
H (-2.125, 0.930, -0.762)  0.45
H (-2.621, -0.150, 0.030)  0.45
H (-1.699, -0.579, -1.401)  0.46
H (0.174, 1.771, 0.960)  0.23
H (-0.023, 1.800, -0.796)  0.22
H (2.479, 1.277, -0.770)  0.23
H (2.162, 0.973, 1.030)  0.20
H (0.478, -1.961, -1.106)  0.24
H (-1.058, -1.811, 1.207)  0.25
H (0.370, -1.023, 1.833)  0.25

***

Entry from OMol25: a cluster of 3 separate species, C6H12O2 in total at a distorted geometry (wB97M-V/def2-TZVPD).

Summary:
- E_LUMO (eV) = 0.088
- orbital gap (eV) = 8.71
- charge = 0

Each line ends with the natural charge from an NBO analysis.
Geometry (Å):
C (0.094, -0.638, -3.133)  -0.35
C (0.834, -0.541, -2.015)  -0.24
C (0.234, -0.136, -0.731)  -0.23
C (0.898, 0.067, 0.455)  -0.24
C (0.208, 0.372, 1.726)  -0.26
C (0.837, 0.598, 2.876)  -0.38
H (0.486, -0.768, -4.146)  0.21
H (-1.018, -0.700, -3.050)  0.19
H (1.922, -0.579, -2.133)  0.20
H (-0.870, -0.380, -0.745)  0.22
H (2.032, -0.034, 0.408)  0.21
H (-0.865, 0.644, 1.491)  0.23
H (1.932, 0.434, 2.853)  0.21
H (0.126, 0.925, 3.670)  0.23
O (-1.317, -2.673, 1.196)  -0.94
H (-0.793, -3.115, 0.356)  0.47
H (-0.720, -1.970, 1.438)  0.47
O (-1.135, 2.815, -0.463)  -0.95
H (-0.312, 2.332, -0.363)  0.48
H (-0.936, 3.738, -0.713)  0.47

***

Entry from OMol25: a cluster of 2 separate species, C3H12NO in total at a distorted geometry (wB97M-V/def2-TZVPD).

Summary:
- 2S+1 = 2
- E_LUMO (spin up / spin down) (eV) = -8.205 / -16.527
- orbital gap (spin up / spin down) (eV) = 13.72 / 4.86
- charge = +2
- expectation value of S² = 0.757

Each line ends with the Mulliken spin population.
Geometry (Å):
C (-0.704, -1.609, 1.128)  0.09
C (-0.384, -0.288, 0.370)  0.03
C (1.032, 0.173, 0.641)  0.09
N (-0.338, -0.549, -1.165)  0.02
H (-1.727, -1.907, 0.905)  0.01
H (-0.028, -2.419, 0.850)  0.00
H (-0.555, -1.391, 2.183)  0.00
H (-1.242, 0.365, 0.531)  0.01
H (1.673, -0.712, 0.658)  0.01
H (1.097, 0.591, 1.681)  0.02
H (1.484, 1.062, 0.092)  0.09
H (-1.171, -1.056, -1.470)  0.00
H (-0.160, 0.363, -1.601)  0.00
H (0.565, -0.984, -1.345)  0.00
H (0.287, 3.198, -1.842)  -0.02
H (0.265, 2.687, -0.359)  -0.02
O (-0.094, 2.476, -1.256)  0.66

***

Entry from OMol25: a structure of composition C34H32FN3O6PReS at a distorted geometry (wB97M-V/def2-TZVPD).

Summary:
- 2S+1 = 4
- E_LUMO (spin up / spin down) (eV) = -8.486 / -9.169
- orbital gap (spin up / spin down) (eV) = 7.16 / 6.47
- charge = +3
- expectation value of S² = 3.773

Each line ends with the Mulliken spin population.
Geometry (Å):
Re (0.940, -2.870, -1.101)  2.52
O (4.419, -4.476, -1.314)  0.00
S (3.193, -4.179, -0.614)  -0.02
O (2.812, -2.713, -0.339)  0.03
O (1.965, -4.551, -1.433)  0.08
C (3.095, -5.002, 0.982)  0.01
C (3.974, -5.968, 1.377)  0.00
C (3.951, -6.526, 2.691)  0.00
C (2.890, -6.150, 3.496)  0.00
C (1.923, -5.279, 3.062)  0.01
C (2.013, -4.671, 1.787)  0.01
P (0.539, -3.729, 1.032)  0.13
C (0.327, -2.314, 2.191)  -0.01
C (-0.658, -1.348, 1.902)  0.00
C (-0.863, -0.197, 2.595)  0.01
C (-0.180, -0.005, 3.783)  0.00
C (0.761, -0.954, 4.198)  0.00
C (1.101, -2.014, 3.321)  0.01
C (-0.760, -4.877, 1.630)  0.00
C (-1.584, -4.622, 2.746)  0.00
C (-2.791, -5.269, 2.853)  0.00
C (-3.314, -6.035, 1.848)  0.00
C (-2.543, -6.267, 0.688)  0.00
C (-1.262, -5.742, 0.629)  0.01
H (4.574, -6.478, 0.652)  0.00
H (4.665, -7.111, 3.171)  0.00
H (2.855, -6.597, 4.514)  0.00
H (1.013, -5.106, 3.665)  0.00
H (-1.265, -1.564, 1.022)  -0.01
H (-1.549, 0.550, 2.258)  0.00
H (-0.265, 0.926, 4.290)  0.00
H (1.183, -0.859, 5.202)  0.00
H (1.995, -2.602, 3.607)  0.00
H (-1.377, -3.887, 3.514)  0.00
H (-3.314, -5.099, 3.821)  0.00
H (-4.314, -6.591, 1.932)  0.00
H (-2.950, -6.837, -0.141)  0.00
H (-0.612, -5.914, -0.228)  -0.01
C (-3.648, 3.146, -2.895)  0.00
C (-2.521, 2.465, -3.647)  0.00
N (-1.734, 1.598, -2.760)  0.01
C (-1.744, 0.283, -2.921)  -0.01
C (-0.851, -0.554, -2.282)  0.08
C (-0.928, -2.000, -2.131)  -0.15
O (-1.794, -2.580, -1.475)  0.19
O (0.035, -2.790, -2.743)  0.11
C (0.120, -0.081, -1.400)  0.00
O (0.909, -0.893, -0.670)  -0.01
C (0.237, 1.335, -1.250)  0.00
C (1.181, 1.950, -0.391)  0.00
C (1.153, 3.341, -0.235)  0.00
F (2.144, 3.873, 0.530)  0.00
C (0.266, 4.170, -1.063)  0.00
C (-0.641, 3.507, -1.911)  0.00
C (-0.754, 2.171, -1.895)  0.00
N (0.329, 5.551, -0.910)  0.00
C (1.530, 6.328, -0.686)  0.00
C (1.656, 7.450, -1.787)  0.00
N (0.381, 8.252, -1.939)  0.00
C (-0.801, 7.311, -2.127)  0.00
C (-0.885, 6.327, -1.022)  0.00
H (-3.900, 4.049, -3.557)  0.00
H (-3.274, 3.487, -1.944)  0.00
H (-4.553, 2.517, -2.796)  0.00
H (-1.845, 3.218, -4.092)  0.00
H (-2.838, 1.822, -4.498)  0.00
H (-2.522, -0.212, -3.576)  0.00
H (1.999, 1.446, 0.153)  0.00
H (-1.134, 4.076, -2.664)  0.00
H (2.394, 5.681, -0.678)  0.00
H (1.436, 6.719, 0.377)  0.00
H (1.796, 6.885, -2.693)  0.00
H (2.646, 7.883, -1.590)  0.00
H (0.445, 8.969, -2.662)  0.00
H (0.210, 8.856, -1.043)  0.00
H (-0.558, 6.891, -3.133)  0.00
H (-1.764, 7.937, -2.204)  0.00
H (-1.761, 5.653, -1.058)  0.00
H (-1.003, 6.889, -0.015)  0.00

***

Entry from OMol25: a cluster of 2 separate species, C3H5NO2S in total at a distorted geometry (wB97M-V/def2-TZVPD).

Summary:
- E_LUMO (eV) = -0.061
- orbital gap (eV) = 10.26
- charge = 0

Each line ends with the natural charge from an NBO analysis.
Geometry (Å):
C (0.847, -1.631, -0.335)  0.54
C (-2.662, 0.961, 1.029)  -0.25
C (0.470, 0.697, 0.356)  0.05
N (0.029, -0.669, 0.308)  -0.68
O (1.767, -1.317, -1.056)  -0.60
O (-0.014, 1.395, -0.829)  -0.74
S (-2.842, 1.228, -0.469)  0.25
H (0.586, -2.765, -0.153)  0.13
H (-0.634, -0.773, 1.103)  0.42
H (0.265, 1.142, 1.346)  0.20
H (1.571, 0.652, 0.211)  0.19
H (0.616, 1.081, -1.510)  0.48

***

Entry from OMol25: a structure of composition C3F6MnNO4S5 at a distorted geometry (wB97M-V/def2-TZVPD).

Summary:
- 2S+1 = 2
- E_LUMO (spin up / spin down) (eV) = -7.902 / -6.199
- orbital gap (spin up / spin down) (eV) = 5.24 / 6.99
- charge = +1
- expectation value of S² = 1.053

Each line ends with the Mulliken spin population.
Geometry (Å):
Mn (-0.633, 0.651, 0.846)  1.61
F (-2.668, -0.461, -2.347)  0.00
C (-1.399, -0.445, -2.046)  0.00
F (-1.032, 0.818, -1.696)  0.00
F (-0.638, -0.866, -3.020)  0.00
S (-1.116, -1.480, -0.540)  0.00
O (-1.921, -0.686, 0.485)  0.01
O (-1.442, -2.833, -0.718)  -0.01
N (0.372, -1.102, -0.253)  -0.01
S (1.657, -0.535, 0.486)  0.01
O (1.241, 0.875, 0.893)  0.02
O (2.239, -1.343, 1.480)  0.00
C (2.852, -0.268, -0.922)  0.00
F (2.316, 0.505, -1.839)  0.00
F (3.123, -1.458, -1.408)  0.00
F (3.903, 0.296, -0.370)  0.00
S (-2.506, 3.093, 3.906)  -0.06
C (-1.787, 2.132, 2.862)  0.01
S (-0.894, 0.682, 3.058)  -0.08
S (-1.668, 2.425, 1.143)  -0.51

***

Question: charge of number 3 (C3H12NO)?
Answer: +2